[1]
# C6H15N

One molecule with the formula C6H15N at a distorted geometry (ωB97M-V/def2-TZVPD, OMol25).

Values from the calculation:
Orbital gap   10.24 eV
Molecular weight   101.19 g mol⁻¹
SMILES string   CC[C@@H](C)[C@H](C)N
2S+1   1
Total energy   -292.3466 a.u.
Largest force on an atom   1.84 eV/Å
Energy above the lowest of the compared OMol25 structures with the same formula, charge and spin   14.1 kcal/mol

```
22
C6H15N, DFT ωB97M-V/def2-TZVPD
C 0.626 -2.683 0.526
C -0.055 -1.365 0.894
C -0.129 -0.369 -0.277
C -1.595 -0.232 -0.729
C 0.547 0.988 0.061
C -0.440 1.962 0.750
N 1.171 1.513 -1.134
H 1.721 -2.622 0.540
H 0.460 -2.984 -0.516
H 0.310 -3.513 1.138
H 0.464 -0.936 1.752
H -1.064 -1.650 1.189
H 0.504 -0.732 -1.092
H -1.738 0.456 -1.556
H -1.879 -1.217 -1.067
H -2.207 0.002 0.135
H 1.211 0.793 0.902
H -1.129 2.427 0.028
H -1.017 1.446 1.506
H 0.083 2.831 1.163
H 0.445 1.537 -1.840
H 1.586 2.426 -1.018
```

Results of the natural (NBO) charge analysis, in e, for atoms 1 through 6: C -0.6034; C -0.3991; C -0.2221; C -0.6104; C -0.0370; C -0.6310

[2]
# C6H15N

One molecule with the formula C6H15N (ωB97M-V/def2-TZVPD, OMol25).

Values from the calculation:
Orbital gap   10.05 eV
Molecular weight   101.19 g mol⁻¹
SMILES string   CCCCCNC
2S+1   1
Total energy   -292.3418 a.u.
Largest force on an atom   0.99 eV/Å
Energy above the lowest of the compared OMol25 structures with the same formula, charge and spin   17.1 kcal/mol

```
22
C6H15N, DFT ωB97M-V/def2-TZVPD
C 0.778 -0.657 2.900
C -0.423 -0.088 2.156
C -0.483 -0.524 0.692
C -0.946 0.605 -0.223
C -0.957 0.249 -1.716
N 0.238 -0.471 -2.150
C 1.357 0.450 -2.377
H 1.727 -0.350 2.466
H 0.680 -1.733 3.006
H 0.779 -0.301 3.933
H -1.321 -0.448 2.667
H -0.501 1.003 2.202
H 0.524 -0.814 0.386
H -1.161 -1.362 0.622
H -0.320 1.480 -0.053
H -1.964 0.950 0.002
H -1.077 1.184 -2.278
H -1.845 -0.354 -1.921
H 0.004 -0.887 -3.045
H 1.428 1.109 -1.508
H 2.274 -0.124 -2.504
H 1.207 1.081 -3.258
```

Results of the natural (NBO) charge analysis, in e, for atoms 1 through 6: C -0.6033; C -0.3918; C -0.4050; C -0.3993; C -0.2168; N -0.6202

Please write out number 1 again, unchanged.
# C6H15N

One molecule with the formula C6H15N at a distorted geometry (ωB97M-V/def2-TZVPD, OMol25).

Values from the calculation:
Orbital gap   10.24 eV
Molecular weight   101.19 g mol⁻¹
SMILES string   CC[C@@H](C)[C@H](C)N
2S+1   1
Total energy   -292.3466 a.u.
Largest force on an atom   1.84 eV/Å
Energy above the lowest of the compared OMol25 structures with the same formula, charge and spin   14.1 kcal/mol

```
22
C6H15N, DFT ωB97M-V/def2-TZVPD
C 0.626 -2.683 0.526
C -0.055 -1.365 0.894
C -0.129 -0.369 -0.277
C -1.595 -0.232 -0.729
C 0.547 0.988 0.061
C -0.440 1.962 0.750
N 1.171 1.513 -1.134
H 1.721 -2.622 0.540
H 0.460 -2.984 -0.516
H 0.310 -3.513 1.138
H 0.464 -0.936 1.752
H -1.064 -1.650 1.189
H 0.504 -0.732 -1.092
H -1.738 0.456 -1.556
H -1.879 -1.217 -1.067
H -2.207 0.002 0.135
H 1.211 0.793 0.902
H -1.129 2.427 0.028
H -1.017 1.446 1.506
H 0.083 2.831 1.163
H 0.445 1.537 -1.840
H 1.586 2.426 -1.018
```

Results of the natural (NBO) charge analysis, in e, for atoms 1 through 6: C -0.6034; C -0.3991; C -0.2221; C -0.6104; C -0.0370; C -0.6310